#i
Entry from OMol25: C20H21N3O5 in the gas phase (ωB97M-V/def2-TZVPD).

Structure (XYZ):
```
49
C20H21N3O5, DFT ωB97M-V/def2-TZVPD
C -1.37 -3.15 -0.02
O -2.67 -3.03 -0.11
C -3.40 -1.94 -0.08
C -4.82 -2.11 -0.18
C -5.63 -0.85 0.05
C -5.03 0.34 0.17
O -5.51 1.60 0.19
C -7.13 1.75 0.30
C -3.55 0.53 -0.15
C -2.90 1.98 0.00
N -1.68 1.95 -0.12
N -0.98 2.88 -0.13
C 0.37 3.40 0.02
O 0.73 4.45 -0.16
C 1.20 2.15 0.12
C 1.16 0.66 0.07
C 2.39 0.21 0.10
C 3.02 -0.95 -0.03
O 2.02 -2.01 0.09
C 2.43 -3.51 0.07
C 4.25 -1.19 0.14
C 5.13 -0.15 -0.10
O 6.50 -0.70 -0.02
C 7.50 0.66 -0.08
C 4.61 1.25 0.12
C 3.34 1.46 0.04
N 2.56 2.54 0.14
C -2.86 -0.66 -0.15
H -0.84 -2.68 0.78
H -1.02 -4.35 -0.09
H -1.00 -2.56 -1.10
H -5.27 -3.00 0.01
H -6.50 -0.89 0.01
H -7.51 1.16 -0.81
H -7.33 2.59 0.10
H -7.49 1.25 0.88
H -3.59 2.80 0.08
H -1.61 3.94 0.00
H 0.20 0.30 0.32
H 3.02 -3.65 0.98
H 1.60 -3.80 0.15
H 3.06 -3.61 -0.98
H 4.70 -2.24 -0.09
H 7.30 1.07 -0.85
H 7.43 1.10 0.90
H 8.43 0.09 -0.10
H 5.47 2.03 -0.07
H 2.96 3.60 -0.30
H -1.70 -0.66 -0.09
```

The value obtained for the highest occupied orbital energy is -7.0283 eV. The molar mass comes out at 383.40 Da. The net charge is 0. As for the HOMO-LUMO gap: 0.2530 Eh.



#ii
Entry from OMol25: C20H21N3O5 in the gas phase (ωB97M-V/def2-TZVPD).

Structure (XYZ):
```
49
C20H21N3O5, DFT ωB97M-V/def2-TZVPD
C -1.77 -3.62 -0.21
O -0.72 -3.29 0.67
C 0.42 -2.77 0.15
C 0.66 -2.56 -1.21
C 1.88 -2.05 -1.62
C 2.87 -1.71 -0.70
C 4.14 -1.17 -1.21
C 4.75 -0.05 -0.81
C 4.21 0.90 0.19
O 3.74 0.60 1.27
N 4.29 2.20 -0.22
C 3.65 3.26 0.53
C 2.14 3.28 0.24
O 1.60 4.14 -0.41
N 1.51 2.20 0.78
N 0.20 1.98 0.55
C -0.34 0.91 1.01
C -1.73 0.61 0.81
C -2.27 -0.55 1.39
C -3.59 -0.87 1.22
C -4.42 -0.05 0.45
C -3.92 1.10 -0.13
O -4.65 1.96 -0.89
C -6.01 1.71 -1.08
C -2.56 1.45 0.04
O -2.14 2.57 -0.54
C 2.63 -1.93 0.65
C 1.42 -2.45 1.07
H -2.56 -4.01 0.42
H -1.46 -4.39 -0.93
H -2.14 -2.74 -0.74
H -0.09 -2.79 -1.95
H 2.06 -1.90 -2.68
H 4.56 -1.71 -2.04
H 5.65 0.28 -1.31
H 4.55 2.40 -1.17
H 4.08 4.22 0.24
H 3.82 3.08 1.59
H 2.06 1.51 1.29
H 0.25 0.18 1.58
H -1.62 -1.18 1.98
H -4.00 -1.76 1.67
H -5.45 -0.33 0.33
H -6.38 2.53 -1.70
H -6.56 1.69 -0.13
H -6.18 0.76 -1.61
H -1.19 2.71 -0.33
H 3.39 -1.69 1.37
H 1.23 -2.64 2.11
```

The value obtained for the highest occupied orbital energy is -7.9003 eV. The molar mass comes out at 383.40 Da. The net charge is 0. As for the HOMO-LUMO gap: 0.3088 Eh.



The winner here is #ii, beating the second structure by 1912.0 kJ/mol.



#i
Entry from OMol25: 2 unconnected molecules or ions with the total composition C5H13N3O2 (ωB97M-V/def2-TZVPD).

Structure (XYZ):
```
23
C5H13N3O2, DFT ωB97M-V/def2-TZVPD
H -0.94 2.41 0.07
N -0.43 1.95 -0.66
C -0.71 0.84 -1.17
N -1.85 0.08 -0.97
N 0.15 0.13 -2.05
C 1.56 0.51 -2.01
C 2.47 -0.40 -2.77
H -2.18 -0.65 -1.58
H -2.65 0.42 -0.47
H -0.22 -0.02 -2.98
H 1.80 0.64 -0.95
H 1.62 1.53 -2.42
H 2.90 -1.29 -2.32
H 3.35 0.25 -2.98
H 2.22 -0.66 -3.79
C -1.16 -1.69 1.85
C -0.38 -0.58 2.52
O -0.65 0.59 2.58
O 0.80 -1.09 2.93
H -2.18 -1.38 1.70
H -1.07 -2.60 2.43
H -0.66 -1.87 0.89
H 1.45 -0.46 3.23
```

The value obtained for the highest occupied orbital energy is -8.9645 eV. The molar mass comes out at 147.18 Da. The net charge is 0. As for the HOMO-LUMO gap: 0.3566 Eh.



#ii
Entry from OMol25: 2 unconnected molecules or ions with the total composition C5H13N3O2 (ωB97M-V/def2-TZVPD).

Structure (XYZ):
```
23
C5H13N3O2, DFT ωB97M-V/def2-TZVPD
C -1.09 -1.47 3.29
C -0.39 -1.57 1.94
N -1.20 -1.00 0.88
C -0.84 -1.16 -0.32
N -1.52 -0.46 -1.33
N 0.21 -1.98 -0.75
H -0.33 -1.69 4.04
H -1.82 -2.27 3.46
H -1.58 -0.52 3.37
H 0.52 -0.96 2.00
H -0.01 -2.58 1.78
H -2.46 -0.33 -1.02
H -1.49 -0.91 -2.23
H 0.27 -2.10 -1.75
H 1.14 -1.75 -0.44
C 1.19 1.71 -1.93
C 1.23 3.19 -1.68
O 0.52 3.97 -2.24
O 2.12 3.52 -0.72
H 1.94 1.13 -1.40
H 1.37 1.53 -2.98
H 0.26 1.29 -1.56
H 1.96 4.42 -0.42
```

The value obtained for the highest occupied orbital energy is -8.9658 eV. The molar mass comes out at 147.18 Da. The net charge is 0. As for the HOMO-LUMO gap: 0.3511 Eh.



#iii
Entry from OMol25: C5H13N3O2 in the gas phase (ωB97M-V/def2-TZVPD).

Structure (XYZ):
```
23
C5H13N3O2, DFT ωB97M-V/def2-TZVPD
C -1.16 -2.20 0.09
O -0.94 -0.97 0.75
C -1.13 0.32 -0.09
N -1.58 1.39 0.69
C 0.27 0.57 -0.68
N 0.28 0.18 -2.09
N 0.67 1.95 -0.51
C 1.23 -0.36 0.17
C 1.61 0.16 1.52
O 1.81 -1.27 -0.39
H -0.27 -2.52 -0.46
H -1.40 -2.93 0.86
H -2.00 -2.13 -0.61
H -1.85 0.06 -0.88
H -0.87 1.73 1.33
H -2.43 1.16 1.20
H -0.10 -0.76 -2.20
H 1.25 0.11 -2.39
H -0.03 2.54 -0.95
H 1.57 2.10 -0.95
H 0.75 0.12 2.19
H 1.93 1.20 1.45
H 2.40 -0.45 1.95
```

The value obtained for the highest occupied orbital energy is -9.2512 eV. The molar mass comes out at 147.18 Da. The net charge is 0. As for the HOMO-LUMO gap: 0.3747 Eh.



The winner here is #ii, beating the second structure by 35.4 kJ/mol.



#i
Entry from OMol25: a gas-phase ion, CHN2OS (charge -1) (ωB97M-V/def2-TZVPD).

Structure (XYZ):
```
6
CHN2OS, DFT ωB97M-V/def2-TZVPD
C 1.32 0.60 0.21
N 0.27 1.04 -0.15
N -0.90 -1.48 0.46
O 2.36 0.16 0.43
S -0.90 -0.55 -0.66
H -2.15 0.23 -0.29
```

The value obtained for the highest occupied orbital energy is -2.9247 eV. The molar mass comes out at 89.10 Da. The net charge is -1. As for the HOMO-LUMO gap: 0.2540 Eh.



#ii
Entry from OMol25: a gas-phase ion, CHN2OS (charge -1) (ωB97M-V/def2-TZVPD).

Structure (XYZ):
```
6
CHN2OS, DFT ωB97M-V/def2-TZVPD
N 1.08 1.79 0.26
C 0.70 0.73 -0.03
N 0.35 -0.39 -0.58
O 1.13 -1.42 -0.62
S -1.48 -0.95 0.40
H -1.79 0.24 0.56
```

The value obtained for the highest occupied orbital energy (spin up / spin down) is -3.2632 / -3.1477 eV. The molar mass comes out at 89.10 Da. The net charge is -1. As for the HOMO-LUMO gap (spin up / spin down): 0.2514 / 0.2497 Eh.



The winner here is #i, beating the second structure by 82.2 kJ/mol.



#i
Entry from OMol25: C2H2O2 in the gas phase (ωB97M-V/def2-TZVPD).

Structure (XYZ):
```
6
C2H2O2, DFT ωB97M-V/def2-TZVPD
O -0.84 1.58 0.55
C -0.01 0.74 0.58
C -0.07 -1.11 -0.48
O 0.43 0.10 -0.62
H 0.51 0.31 1.45
H 0.05 -1.58 -1.47
```

The value obtained for the highest occupied orbital energy is -9.5642 eV. The molar mass comes out at 58.04 Da. The net charge is 0. As for the HOMO-LUMO gap: 0.3531 Eh.



#ii
Entry from OMol25: C2H2O2 in the gas phase (ωB97M-V/def2-TZVPD).

Structure (XYZ):
```
6
C2H2O2, DFT ωB97M-V/def2-TZVPD
O -2.95 0.01 -0.04
C -1.81 0.06 0.03
C -0.52 -0.14 -0.13
O 0.73 0.40 -0.04
H -0.42 -1.08 -0.51
H 1.06 0.96 -0.70
```

The value obtained for the highest occupied orbital energy is -8.9534 eV. The molar mass comes out at 58.04 Da. The net charge is 0. As for the HOMO-LUMO gap: 0.3383 Eh.



#iii
Entry from OMol25: C2H2O2 in the gas phase (ωB97M-V/def2-TZVPD).

Structure (XYZ):
```
6
C2H2O2, DFT ωB97M-V/def2-TZVPD
C 0.53 0.66 -0.01
C 0.36 -0.66 -0.01
O 2.01 -0.71 0.00
O 1.88 0.70 0.00
H -0.08 1.54 0.00
H -0.24 -1.54 0.00
```

The value obtained for the highest occupied orbital energy is -9.8780 eV. The molar mass comes out at 58.04 Da. The net charge is 0. As for the HOMO-LUMO gap: 0.4018 Eh.



#iv
Entry from OMol25: C2H2O2 in the gas phase (ωB97M-V/def2-TZVPD).

Structure (XYZ):
```
6
C2H2O2, DFT ωB97M-V/def2-TZVPD
O 1.45 -0.65 -0.72
C 0.78 0.13 -0.11
C -0.78 0.08 -0.10
O -0.89 -0.71 0.81
H 1.14 0.69 0.77
H -1.72 0.42 -0.60
```

The value obtained for the highest occupied orbital energy is -9.9177 eV. The molar mass comes out at 58.04 Da. The net charge is 0. As for the HOMO-LUMO gap: 0.3743 Eh.



The winner here is #iv, beating the second structure by 45.4 kJ/mol.



#i
Entry from OMol25: a molecular structure, C4H6N4O (ωB97M-V/def2-TZVPD).

Structure (XYZ):
```
15
C4H6N4O, DFT ωB97M-V/def2-TZVPD
C -2.08 1.67 0.04
C -1.91 -1.73 -0.12
C 1.87 -0.80 0.49
C 1.26 0.43 -0.15
N -3.18 1.82 0.36
N -0.96 -1.10 -0.56
N -0.87 1.41 -0.40
N -0.19 0.44 0.26
O -2.86 -2.38 0.05
H 1.75 -0.91 1.58
H 1.40 -1.61 0.07
H 3.00 -0.69 0.47
H 1.88 1.25 0.38
H 1.28 0.33 -1.21
H -0.39 1.86 -1.25
```

The value obtained for the highest occupied orbital energy (spin up / spin down) is -9.6443 / -9.6454 eV. The molar mass comes out at 126.12 Da. The net charge is 0. As for the HOMO-LUMO gap (spin up / spin down): 0.3154 / 0.3155 Eh.



#ii
Entry from OMol25: C4H6N4O in the gas phase (ωB97M-V/def2-TZVPD).

Structure (XYZ):
```
15
C4H6N4O, DFT ωB97M-V/def2-TZVPD
N -0.35 1.69 -0.20
C 0.37 0.55 -0.05
N 1.72 0.54 0.09
C 2.13 -0.74 0.16
N 1.13 -1.59 0.05
C 0.00 -0.79 -0.07
C -1.30 -1.43 -0.22
N -2.47 -0.97 -0.08
O -2.57 0.40 0.36
H 0.20 2.48 -0.47
H -1.27 1.58 -0.54
H 2.38 1.32 0.07
H 3.18 -1.02 0.26
H -1.27 -2.48 -0.42
H -1.88 0.45 1.05
```

The value obtained for the highest occupied orbital energy is -8.0286 eV. The molar mass comes out at 126.12 Da. The net charge is 0. As for the HOMO-LUMO gap: 0.3112 Eh.



The winner here is #ii, beating the second structure by 277.8 kJ/mol.



#i
Entry from OMol25: a molecular structure, C6H4 (ωB97M-V/def2-TZVPD).

Structure (XYZ):
```
10
C6H4, DFT ωB97M-V/def2-TZVPD
C -0.79 -0.79 -1.72
C -1.05 0.05 0.70
C 0.42 -0.39 -1.34
C -1.35 -0.45 -0.50
C 0.32 0.26 0.49
C 1.47 0.65 0.99
H -1.22 -1.21 -2.60
H -1.69 0.23 1.54
H 2.38 0.64 0.42
H 1.52 1.01 2.01
```

The value obtained for the highest occupied orbital energy (spin up / spin down) is -8.7150 / -8.7149 eV. The molar mass comes out at 76.10 Da. The net charge is 0. As for the HOMO-LUMO gap (spin up / spin down): 0.3197 / 0.3197 Eh.



#ii
Entry from OMol25: a molecular structure, C6H4 (ωB97M-V/def2-TZVPD).

Structure (XYZ):
```
10
C6H4, DFT ωB97M-V/def2-TZVPD
C 0.48 -0.18 1.57
C -0.29 1.40 -0.29
C 0.16 0.96 0.88
C 0.41 -1.01 0.53
C -0.07 -0.85 -0.91
C -0.61 0.59 -1.45
H 0.91 -0.61 2.50
H -0.57 2.46 -0.36
H 0.56 -1.35 -1.62
H -0.97 -1.40 -0.86
```

The value obtained for the highest occupied orbital energy (spin up / spin down) is -8.1937 / -8.2442 eV. The molar mass comes out at 76.10 Da. The net charge is 0. As for the HOMO-LUMO gap (spin up / spin down): 0.2713 / 0.2771 Eh.



#iii
Entry from OMol25: a molecular structure, C6H4 (ωB97M-V/def2-TZVPD).

Structure (XYZ):
```
10
C6H4, DFT ωB97M-V/def2-TZVPD
C 0.37 0.56 -1.33
C 1.50 0.79 -0.75
C -0.99 0.16 -1.52
C -1.15 -0.23 -0.27
C 0.65 0.16 0.29
C 0.93 -0.23 1.51
H -1.57 0.21 -2.41
H -1.84 -0.64 0.43
H 0.19 -0.70 2.14
H 1.92 -0.09 1.91
```

The value obtained for the highest occupied orbital energy is -8.9923 eV. The molar mass comes out at 76.10 Da. The net charge is 0. As for the HOMO-LUMO gap: 0.3481 Eh.



#iv
Entry from OMol25: C6H4 in the gas phase (ωB97M-V/def2-TZVPD).

Structure (XYZ):
```
10
C6H4, DFT ωB97M-V/def2-TZVPD
C -1.54 0.28 0.05
C -0.75 1.32 0.05
C -1.47 -1.00 0.01
C -0.03 -1.26 -0.20
C 0.99 -0.26 -0.09
C 0.55 1.30 -0.09
H -2.25 -1.59 -0.21
H 1.05 -0.41 1.09
H 2.08 -0.38 -0.50
H 1.37 2.00 -0.10
```

The value obtained for the highest occupied orbital energy is -8.1584 eV. The molar mass comes out at 76.10 Da. The net charge is 0. As for the HOMO-LUMO gap: 0.2816 Eh.



The winner here is #i, beating the second structure by 23.9 kJ/mol.